1.
Density functional theory data (the ωB97M-V functional and the def2-TZVPD basis) for one molecule with the formula C3H5NO at a distorted geometry.

The geometry in XYZ format:
```
10
Properties=species:S:1:pos:R:3:forces:R:3
C 1.419805 -0.109601 -0.334434 -0.18 1.10 1.08
N 0.834973 1.009034 -0.357913 -0.47 0.47 0.08
C -0.514022 0.760407 0.088715 -0.67 0.12 -0.07
C -0.681342 -0.762826 0.000387 -0.21 -0.02 -0.05
O 0.684466 -1.246721 -0.183515 0.39 0.47 0.27
H 2.369458 0.168697 0.094409 1.55 -1.95 -0.90
H -1.206988 1.346390 -0.502761 -0.45 -0.12 0.02
H -0.538999 1.118456 1.129489 -0.23 -0.05 -0.28
H -1.064281 -1.224876 0.913800 0.02 0.09 -0.19
H -1.303069 -1.058960 -0.848176 0.23 -0.11 0.02
```
Forces are in eV/Å.

Values from the calculation:
- LUMO level: 1.0 eV
- Structure (SMILES): C1=NCCO1
- Kohn-Sham gap: 10.48 eV
- ΔE to the lowest compared entry with this formula, charge and spin: 162.1 kJ/mol
- Highest occupied orbital energy: -9.499 eV

Results of the natural (NBO) charge analysis, in e, for atoms 1 through 2: number 1, C, carries 0.3280; number 2, N, carries -0.4493

***

2.
Density functional theory data (the ωB97M-V functional and the def2-TZVPD basis) for a 2-piece molecular cluster, C3H5NO overall.

The geometry in XYZ format:
```
10
Properties=species:S:1:pos:R:3:forces:R:3
C 1.084990 -1.305976 -0.776598 0.01 0.02 0.20
C 1.092300 -0.682701 0.373115 0.04 0.16 0.20
N 1.155096 -0.133912 1.471678 -0.04 -0.17 -0.56
H 1.536986 -0.865432 -1.657717 -0.02 -0.04 0.20
H 0.568548 -2.253995 -0.856359 0.05 0.08 -0.01
H 0.398960 0.528933 1.659699 0.11 -0.15 0.02
C -1.460715 1.180690 -0.049823 -0.03 -0.09 -0.29
O -1.460688 0.674462 -1.140274 -0.07 0.26 0.45
H -1.978266 0.724804 0.816027 -0.04 -0.06 -0.10
H -0.937212 2.133128 0.160250 0.00 -0.01 -0.11
```
Forces are in eV/Å.

Values from the calculation:
- LUMO level: 0.6 eV
- Structure (SMILES): C=C=N.C=O
- Kohn-Sham gap: 9.81 eV
- ΔE to the lowest compared entry with this formula, charge and spin: 233.9 kJ/mol
- Highest occupied orbital energy: -9.235 eV

Results of the natural (NBO) charge analysis, in e, for atoms 1 through 2: number 1, C, carries -0.6346; number 2, C, carries 0.4216

***

3.
Density functional theory data (the ωB97M-V functional and the def2-TZVPD basis) for one molecule with the formula C3H5NO.

The geometry in XYZ format:
```
10
Properties=species:S:1:pos:R:3:forces:R:3
O -0.830819 -0.592645 1.777333 0.08 0.19 -0.60
C -0.549981 -0.273142 0.647192 0.06 -0.09 0.18
C 0.902464 -0.524966 0.045068 0.02 0.01 0.09
C 0.980819 0.547687 -0.956242 0.28 -0.07 0.12
N -1.347770 0.308249 -0.278328 0.12 0.06 0.09
H 1.592561 -0.543228 0.894893 -0.14 0.06 -0.12
H 0.822771 -1.523484 -0.409139 0.02 0.21 0.05
H 1.534268 1.414995 -0.557595 0.11 -0.17 0.12
H -0.815960 0.591377 -1.130286 -0.81 -0.15 0.18
H -2.288353 0.595158 -0.032896 0.27 -0.05 -0.11
```
Forces are in eV/Å.

Values from the calculation:
- LUMO level: -0.8 eV
- Kohn-Sham gap: 8.40 eV
- ΔE to the lowest compared entry with this formula, charge and spin: 350.1 kJ/mol
- Highest occupied orbital energy: -9.232 eV

Results of the natural (NBO) charge analysis, in e, for atoms 1 through 2: number 1, O, carries -0.5731; number 2, C, carries 0.7200

***

4.
Density functional theory data (the ωB97M-V functional and the def2-TZVPD basis) for one molecule with the formula C3H5NO at a distorted geometry.

The geometry in XYZ format:
```
10
Properties=species:S:1:pos:R:3:forces:R:3
O 1.124290 -0.095460 1.594287 0.20 -0.39 -0.46
C 1.259443 -0.368948 0.421859 0.00 0.00 0.28
C 0.276487 0.109590 -0.603856 0.31 0.20 0.00
C -1.131563 -0.271788 -0.328719 -0.43 0.91 0.64
N -0.623827 1.081955 -0.036889 0.06 0.32 0.60
H 2.133263 -0.941239 0.071051 0.00 -0.04 0.00
H 0.652769 0.240323 -1.616503 -0.08 0.15 0.18
H -1.930224 0.100605 -0.933088 -0.54 -1.82 -1.27
H -1.269542 -1.007157 0.470367 -0.26 0.46 -0.21
H -0.491096 1.152119 0.961489 0.71 0.21 0.23
```
Forces are in eV/Å.

Values from the calculation:
- LUMO level: 0.8 eV
- Structure (SMILES): O=C[C@H]1CN1
- Kohn-Sham gap: 10.89 eV
- ΔE to the lowest compared entry with this formula, charge and spin: 202.8 kJ/mol
- Highest occupied orbital energy: -10.109 eV

Results of the natural (NBO) charge analysis, in e, for atoms 1 through 2: number 1, O, carries -0.5297; number 2, C, carries 0.4211

***

5.
Density functional theory data (the ωB97M-V functional and the def2-TZVPD basis) for a 2-piece molecular cluster, C3H5NO2 overall at a distorted geometry.

The geometry in XYZ format:
```
11
Properties=species:S:1:pos:R:3:forces:R:3
C 0.424090 -0.461896 1.764559 -0.11 0.02 0.05
C -0.495276 0.485015 1.768406 -0.52 0.59 0.09
O -1.261506 1.359345 1.812846 0.74 -0.79 -0.06
H 0.280387 -1.333341 1.140246 -0.03 0.15 0.09
H 1.195024 -0.423788 2.522072 -0.07 0.02 -0.05
N 0.655450 0.195794 -1.417890 0.01 0.01 0.08
C -0.659723 -0.075706 -1.585733 -0.15 -0.07 0.04
O -1.425811 -0.383742 -0.691665 0.27 0.08 -0.28
H 1.041113 0.178158 -0.479983 -0.07 0.02 -0.17
H 1.238035 0.459155 -2.194840 -0.13 -0.03 0.09
H -0.991781 0.001009 -2.638018 0.06 -0.01 0.12
```
Forces are in eV/Å.

Values from the calculation:
- LUMO level: 0.9 eV
- Structure (SMILES): C=C=O.NC=O
- Kohn-Sham gap: 10.08 eV
- ΔE to the lowest compared entry with this formula, charge and spin: 125.2 kJ/mol
- Highest occupied orbital energy: -9.200 eV

Results of the natural (NBO) charge analysis, in e, for atoms 1 through 2: number 1, C, carries -0.8441; number 2, C, carries 0.7580

***

6.
Density functional theory data (the ωB97M-V functional and the def2-TZVPD basis) for one molecule with the formula C3H5NO2 at a distorted geometry.

The geometry in XYZ format:
```
11
Properties=species:S:1:pos:R:3:forces:R:3
C -0.943084 -0.078272 1.143193 0.64 -0.35 -0.54
C -0.162589 -0.076331 0.037526 -1.75 -3.58 -0.13
N -0.626891 0.036822 -1.258938 0.09 -0.04 -0.10
C 1.307775 -0.465007 0.167555 -1.45 4.77 2.21
O 1.944734 -1.074585 0.947075 0.10 0.09 -1.71
O 1.481215 1.099534 -0.008460 2.81 -1.05 0.01
H -1.952017 -0.458095 1.085368 -0.36 0.78 -0.22
H -0.495210 -0.028517 2.117291 0.18 -0.23 0.16
H -1.629762 0.107981 -1.353306 0.14 -0.01 -0.10
H -0.130270 -0.462753 -1.986677 -0.35 -0.05 0.19
H 1.206100 1.399224 -0.890627 -0.06 -0.33 0.22
```
Forces are in eV/Å.

Values from the calculation:
- LUMO level: -0.3 eV
- Structure (SMILES): C=C(N)C(=O)O
- Kohn-Sham gap: 7.91 eV
- ΔE to the lowest compared entry with this formula, charge and spin: 358.8 kJ/mol
- Highest occupied orbital energy: -8.233 eV

Results of the natural (NBO) charge analysis, in e, for atoms 1 through 2: number 1, C, carries -0.5866; number 2, C, carries 0.1622

***

7.
Density functional theory data (the ωB97M-V functional and the def2-TZVPD basis) for one molecule with the formula C3H5NO2 at a distorted geometry.

The geometry in XYZ format:
```
11
Properties=species:S:1:pos:R:3:forces:R:3
N -0.671216 2.049671 -1.112647 0.10 -0.31 0.23
C -0.419841 0.991794 -0.484746 -0.10 0.21 -0.23
O -0.966445 -0.211401 -0.821788 0.27 -0.01 -0.25
C -0.054741 -1.166591 -0.292964 1.33 -0.01 -0.58
C 0.317279 -0.526228 1.033960 0.22 -0.32 -0.08
O 0.428876 0.834333 0.575785 -0.12 0.09 0.01
H -0.175872 2.841142 -0.709256 -0.09 -0.11 0.07
H 0.880629 -1.199936 -0.888259 0.03 1.07 0.05
H -0.250358 -2.196740 -0.534330 -1.65 -0.43 1.08
H -0.380141 -0.528007 1.884536 -0.07 -0.40 -0.50
H 1.291830 -0.888035 1.349709 0.08 0.23 0.20
```
Forces are in eV/Å.

Values from the calculation:
- LUMO level: 0.8 eV
- Structure (SMILES): N=C1OCCO1
- Kohn-Sham gap: 10.78 eV
- ΔE to the lowest compared entry with this formula, charge and spin: 160.3 kJ/mol
- Highest occupied orbital energy: -9.985 eV

Results of the natural (NBO) charge analysis, in e, for atoms 1 through 2: number 1, N, carries -0.7145; number 2, C, carries 0.7721

***

8.
Density functional theory data (the ωB97M-V functional and the def2-TZVPD basis) for C3H5NO2 as an isolated structure.

The geometry in XYZ format:
```
11
Properties=species:S:1:pos:R:3:forces:R:3
O 0.568949 1.868152 -0.413817 -0.02 -0.38 0.11
C -0.013911 0.475847 0.541799 0.02 -0.11 0.02
C -1.176240 -0.290221 -0.080108 -0.35 0.08 -0.08
N -0.252164 -1.428451 -0.129621 0.03 -0.24 -0.01
C 0.864437 -0.642779 0.140980 0.39 -0.02 0.05
O 2.061543 -0.822555 0.054669 -0.48 0.03 -0.05
H 1.493870 1.592488 -0.573342 -0.14 0.06 0.03
H 0.507608 2.062062 0.552514 0.24 0.58 0.02
H -2.040336 -0.411067 0.582870 0.15 0.02 -0.11
H -1.505757 0.045393 -1.067652 0.08 -0.06 0.06
H -0.431010 -2.395566 0.103473 0.08 0.04 -0.04
```
Forces are in eV/Å.

Values from the calculation:
- LUMO level: 0.5 eV
- Kohn-Sham gap: 9.19 eV
- ΔE to the lowest compared entry with this formula, charge and spin: 452.6 kJ/mol
- Highest occupied orbital energy: -8.723 eV

Results of the natural (NBO) charge analysis, in e, for atoms 1 through 2: number 1, O, carries -0.7600; number 2, C, carries -0.1409

***

9.
Density functional theory data (the ωB97M-V functional and the def2-TZVPD basis) for C3H5NO2 as an isolated structure at a distorted geometry.

The geometry in XYZ format:
```
11
Properties=species:S:1:pos:R:3:forces:R:3
N -1.127168 1.031281 1.880649 0.17 -0.13 -0.21
C -0.517021 0.396888 0.990355 -0.04 0.20 0.49
O -0.779255 -0.921849 0.729623 0.11 0.20 0.11
C -0.506991 -1.226373 -0.576893 2.58 2.64 -0.76
C 0.952895 0.014715 -0.777043 -1.00 0.28 0.09
O 0.500454 0.874728 0.215873 -0.14 0.60 0.43
H -0.748261 1.970057 1.973775 -0.02 -0.08 -0.01
H -1.171918 -0.745465 -1.288379 0.01 -0.56 -0.18
H 0.486989 -1.573637 -0.818477 -0.53 -2.80 -0.09
H 2.009135 -0.284633 -0.557050 -1.00 -0.34 -0.08
H 0.901142 0.464289 -1.772433 -0.14 -0.02 0.21
```
Forces are in eV/Å.

Values from the calculation:
- LUMO level: 0.8 eV
- Kohn-Sham gap: 10.57 eV
- ΔE to the lowest compared entry with this formula, charge and spin: 402.4 kJ/mol
- Highest occupied orbital energy: -9.814 eV

Results of the natural (NBO) charge analysis, in e, for atoms 1 through 2: number 1, N, carries -0.7004; number 2, C, carries 0.7772

***

10.
Density functional theory data (the ωB97M-V functional and the def2-TZVPD basis) for one molecule with the formula C3H5NO2.

The geometry in XYZ format:
```
11
Properties=species:S:1:pos:R:3:forces:R:3
O 1.590873 -1.497830 -0.134109 -0.03 0.43 0.29
C 1.514141 -0.506368 0.545380 0.02 -0.24 -0.21
C 0.429257 0.544826 0.406800 0.10 0.12 -0.02
N -0.453142 0.330718 -0.705034 -0.11 -0.03 -0.08
C -1.677334 -0.236713 -0.522049 -0.07 0.01 0.17
O -2.132775 -0.506368 0.570427 0.05 0.03 -0.32
H 2.283553 -0.265332 1.311038 -0.13 -0.12 -0.02
H -0.168409 0.586179 1.327121 0.17 -0.07 -0.15
H 0.933313 1.511775 0.297339 -0.01 -0.02 0.11
H -0.078491 0.438644 -1.635343 -0.19 -0.14 0.09
H -2.240982 -0.399532 -1.461573 0.20 0.03 0.16
```
Forces are in eV/Å.

Values from the calculation:
- LUMO level: 0.8 eV
- Structure (SMILES): O=CCNC=O
- Kohn-Sham gap: 10.74 eV
- ΔE to the lowest compared entry with this formula, charge and spin: 81.7 kJ/mol
- Highest occupied orbital energy: -9.945 eV

Results of the natural (NBO) charge analysis, in e, for atoms 1 through 2: number 1, O, carries -0.5070; number 2, C, carries 0.4312

***

Ordered energy results: -247.245499, -247.218135, -247.173891, -247.229975, -322.526646, -322.437689, -322.513281, -322.401940, -322.421072, -322.543223; unit Eh.